{
  "formula": "C4H8O2",
  "method": "the ωB97M-V functional and the def2-TZVPD basis",
  "gap_ev": 10.98,
  "de_lowest_ev": 3.041,
  "smiles": "COC[C@H]1CO1",
  "elements": ["C", "O", "C", "C", "C", "O", "H", "H", "H", "H", "H", "H", "H", "H"],
  "positions_angstrom": [[2.252, -0.359, -0.105], [1.054, 0.206, -0.562], [0.140, 0.307, 0.478], [-1.188, 0.725, 0.033], [-2.082, -0.193, -0.630], [-2.200, -0.161, 0.755], [2.744, 0.244, 0.674], [2.101, -1.370, 0.302], [2.904, -0.421, -0.974], [0.530, 0.920, 1.310], [-0.219, -0.711, 0.857], [-1.446, 1.769, 0.090], [-1.668, -1.116, -1.012], [-2.923, 0.160, -1.214]],
  "mulliken_charge": [-0.698, -0.307, -0.564, 0.059, -0.406, -0.444, 0.294, 0.308, 0.244, 0.353, 0.289, 0.375, 0.208, 0.288]
}

{
  "formula": "C4H8O2",
  "method": "the ωB97M-V functional and the def2-TZVPD basis",
  "gap_ev": 9.74,
  "de_lowest_ev": 3.492,
  "smiles": "O[C@]12C[C@H]1C2.O",
  "elements": ["O", "C", "C", "C", "C", "H", "H", "H", "H", "H", "H", "O", "H", "H"],
  "positions_angstrom": [[1.248, -0.691, 2.062], [0.763, -0.548, 0.791], [-0.582, -0.785, 0.218], [0.180, 0.534, 0.018], [1.473, -0.078, -0.425], [0.481, -0.720, 2.647], [-0.697, -1.537, -0.577], [-1.441, -0.763, 0.894], [-0.054, 1.573, 0.206], [2.376, 0.502, -0.242], [1.482, -0.665, -1.349], [-1.755, 1.174, -1.801], [-1.375, 0.375, -1.415], [-2.100, 1.630, -1.026]],
  "mulliken_charge": [-0.519, 0.435, -0.728, -0.201, -0.603, 0.310, 0.271, 0.299, 0.319, 0.257, 0.148, -0.677, 0.369, 0.319]
}

{
  "formula": "C4H8O2",
  "method": "the ωB97M-V functional and the def2-TZVPD basis",
  "gap_ev": 9.88,
  "de_lowest_ev": 2.770,
  "smiles": "C=CO.C=CO",
  "elements": ["C", "C", "O", "H", "H", "H", "H", "C", "C", "O", "H", "H", "H", "H"],
  "positions_angstrom": [[1.701, -1.414, 0.510], [1.787, -0.090, 0.488], [2.075, 0.663, -0.651], [1.380, -1.967, 1.375], [1.790, -2.035, -0.377], [1.611, 0.552, 1.342], [1.548, 0.144, -1.283], [-1.653, 0.174, -1.109], [-1.589, 0.900, -0.010], [-2.100, 0.426, 1.168], [-1.322, 0.513, -2.088], [-2.216, -0.735, -1.230], [-1.191, 1.900, -0.047], [-1.822, 0.970, 1.911]],
  "mulliken_charge": [-0.660, 0.034, -0.473, 0.231, 0.235, 0.328, 0.298, -0.861, 0.157, -0.502, 0.294, 0.260, 0.317, 0.343]
}

{
  "formula": "C4H8O2",
  "method": "the ωB97M-V functional and the def2-TZVPD basis",
  "gap_ev": 11.11,
  "de_lowest_ev": 2.372,
  "smiles": "CC1OCCO1",
  "elements": ["C", "C", "O", "C", "C", "O", "H", "H", "H", "H", "H", "H", "H", "H"],
  "positions_angstrom": [[-2.102, -0.013, -0.179], [-0.646, -0.020, 0.288], [0.014, 1.135, -0.224], [1.431, 0.832, -0.149], [1.519, -0.777, -0.010], [0.055, -1.075, -0.342], [-2.679, -0.919, 0.259], [-2.602, 0.896, 0.194], [-2.223, -0.105, -1.279], [-0.564, 0.007, 1.416], [1.785, 1.417, 0.793], [1.996, 1.127, -1.078], [1.774, -1.166, 1.128], [2.243, -1.341, -0.816]],
  "mulliken_charge": [-1.267, 0.541, -0.377, -0.319, -0.270, -0.405, 0.312, 0.331, 0.304, 0.206, 0.235, 0.249, 0.204, 0.256]
}

{
  "formula": "C4H8O2",
  "method": "the ωB97M-V functional and the def2-TZVPD basis",
  "gap_ev": [8.51, 8.51],
  "de_lowest_ev": 5.315,
  "elements": ["O", "C", "C", "C", "O", "C", "H", "H", "H", "H", "H", "H", "H", "H"],
  "positions_angstrom": [[0.883, -1.057, -1.527], [0.328, 0.067, -1.031], [-1.137, 0.043, -0.622], [-0.906, -0.010, 0.895], [0.426, -0.473, 0.999], [1.333, 0.653, 0.742], [0.526, -1.865, -1.117], [0.736, 0.927, -1.491], [-1.668, -0.854, -0.988], [-1.671, 0.924, -1.002], [-1.494, -0.748, 1.438], [-1.065, 0.992, 1.326], [1.357, 1.148, 1.755], [2.353, 0.253, 0.622]],
  "mulliken_charge": [-0.471, -0.023, -0.607, -0.260, -0.454, -0.644, 0.362, 0.529, 0.225, 0.269, 0.320, 0.249, 0.287, 0.219]
}

{
  "formula": "C4H8O2",
  "method": "the ωB97M-V functional and the def2-TZVPD basis",
  "gap_ev": 10.79,
  "de_lowest_ev": 0.759,
  "smiles": "CC(=O)CCO",
  "elements": ["C", "C", "O", "C", "C", "O", "H", "H", "H", "H", "H", "H", "H", "H"],
  "positions_angstrom": [[2.103, -0.092, -0.210], [0.692, 0.429, -0.102], [0.468, 1.607, 0.126], [-0.436, -0.569, -0.282], [-1.699, -0.166, 0.485], [-2.247, 1.037, 0.011], [2.305, -0.760, 0.637], [2.229, -0.684, -1.123], [2.812, 0.737, -0.195], [-0.670, -0.608, -1.356], [-0.099, -1.572, 0.008], [-1.463, -0.111, 1.561], [-2.464, -0.938, 0.358], [-1.532, 1.689, 0.082]],
  "mulliken_charge": [-1.242, 0.889, -0.615, -0.576, -0.502, -0.535, 0.307, 0.333, 0.338, 0.282, 0.344, 0.288, 0.323, 0.366]
}

{
  "formula": "C4H8O2",
  "method": "the ωB97M-V functional and the def2-TZVPD basis",
  "gap_ev": 10.47,
  "de_lowest_ev": 2.357,
  "smiles": "CO[C@H]1C[C@H]1O",
  "elements": ["C", "O", "C", "C", "C", "O", "H", "H", "H", "H", "H", "H", "H", "H"],
  "positions_angstrom": [[1.628, -0.449, -0.965], [0.357, 0.159, -1.056], [-0.577, -0.430, -0.204], [-0.408, -0.201, 1.278], [-1.429, 0.582, 0.495], [-1.187, 1.915, 0.192], [1.570, -1.509, -1.247], [2.026, -0.378, 0.057], [2.292, 0.079, -1.654], [-0.982, -1.375, -0.571], [0.490, 0.330, 1.591], [-0.752, -0.978, 1.955], [-2.483, 0.366, 0.665], [-0.544, 1.890, -0.535]],
  "mulliken_charge": [-0.703, -0.394, -0.028, -0.701, -0.030, -0.563, 0.273, 0.298, 0.235, 0.379, 0.288, 0.243, 0.340, 0.361]
}

{
  "formula": "C4H8O2",
  "method": "the ωB97M-V functional and the def2-TZVPD basis",
  "gap_ev": 8.39,
  "de_lowest_ev": 3.518,
  "smiles": "C=CC(=C)O.O",
  "elements": ["C", "C", "C", "C", "O", "H", "H", "H", "H", "H", "H", "O", "H", "H"],
  "positions_angstrom": [[2.370, -1.478, -0.393], [0.996, -1.353, -0.409], [0.265, -0.280, -1.028], [0.640, 1.012, -1.294], [-1.002, -0.694, -1.356], [2.906, -0.707, -0.932], [3.055, -2.181, 0.048], [0.260, -2.206, -0.279], [0.688, 1.289, -2.337], [1.578, 1.323, -0.740], [-1.494, 0.144, -1.400], [-2.510, 2.005, 3.629], [-2.923, 2.241, 2.729], [-1.604, 2.201, 3.482]],
  "mulliken_charge": [-0.681, -0.254, 0.700, -0.937, -0.525, 0.249, 0.275, 0.271, 0.308, 0.239, 0.356, -0.641, 0.326, 0.314]
}

{
  "formula": "C4H8O2",
  "method": "the ωB97M-V functional and the def2-TZVPD basis",
  "gap_ev": 9.07,
  "de_lowest_ev": 4.299,
  "elements": ["C", "O", "C", "C", "C", "O", "H", "H", "H", "H", "H", "H", "H", "H"],
  "positions_angstrom": [[2.023, -0.298, -0.546], [1.126, 0.049, 0.530], [0.409, 1.107, 0.335], [-1.656, -0.876, -0.663], [-0.451, 1.412, 1.505], [-1.658, 1.307, 1.563], [2.908, -0.743, -0.091], [1.516, -1.027, -1.183], [2.264, 0.604, -1.110], [-1.085, -0.022, -1.042], [-2.146, -1.374, -1.501], [-0.984, -1.573, -0.153], [-2.391, -0.498, 0.050], [0.126, 1.933, 2.305]],
  "mulliken_charge": [-0.531, -0.106, -0.420, -0.987, 0.315, -0.450, 0.263, 0.261, 0.340, 0.212, 0.316, 0.220, 0.264, 0.306]
}

{
  "formula": "C4H8O2",
  "method": "the ωB97M-V functional and the def2-TZVPD basis",
  "gap_ev": 10.96,
  "de_lowest_ev": 1.720,
  "smiles": "O[C@H]1C[C@@H](O)C1",
  "elements": ["O", "C", "C", "C", "O", "C", "H", "H", "H", "H", "H", "H", "H", "H"],
  "positions_angstrom": [[-1.472, -1.408, -0.894], [-0.875, -0.773, 0.209], [0.668, -0.775, 0.232], [0.671, 0.768, 0.376], [1.256, 1.418, -0.738], [-0.863, 0.776, 0.253], [-0.932, -1.205, -1.669], [-1.348, -1.216, 1.089], [1.046, -0.995, -0.775], [1.181, -1.418, 0.956], [1.069, 1.186, 1.310], [2.191, 1.177, -0.752], [-1.180, 1.242, -0.684], [-1.415, 1.222, 1.086]],
  "mulliken_charge": [-0.563, 0.221, -1.097, 0.508, -0.574, -0.899, 0.315, 0.385, 0.316, 0.276, 0.323, 0.300, 0.250, 0.240]
}

{
  "formula": "C4H8O2",
  "method": "the ωB97M-V functional and the def2-TZVPD basis",
  "gap_ev": 10.41,
  "de_lowest_ev": 4.161,
  "elements": ["C", "C", "O", "C", "C", "O", "H", "H", "H", "H", "H", "H", "H", "H"],
  "positions_angstrom": [[1.523, 0.573, 0.242], [0.696, -0.630, 0.289], [-0.182, -0.778, 1.387], [-1.388, -0.475, 0.684], [-0.791, -0.391, -0.721], [-0.897, 0.758, -1.410], [1.474, 1.219, 1.118], [2.502, 0.476, -0.223], [0.986, 1.442, -0.633], [1.163, -1.566, -0.039], [-1.791, 0.496, 0.995], [-2.139, -1.257, 0.838], [-0.815, -1.304, -1.332], [0.060, 1.413, -1.157]],
  "mulliken_charge": [-0.981, 0.097, -0.432, -0.341, 0.021, -0.582, 0.359, 0.325, 0.087, 0.390, 0.222, 0.276, 0.333, 0.226]
}

{
  "formula": "C4H8O2",
  "method": "the ωB97M-V functional and the def2-TZVPD basis",
  "gap_ev": 9.21,
  "de_lowest_ev": 5.053,
  "elements": ["C", "C", "O", "C", "C", "O", "H", "H", "H", "H", "H", "H", "H", "H"],
  "positions_angstrom": [[-0.490, -0.210, 1.756], [-0.774, 0.275, 0.392], [0.523, 1.597, -0.323], [0.473, 0.675, -1.427], [-0.225, -0.520, -0.772], [0.656, -1.588, -0.476], [0.428, -0.798, 1.875], [-0.553, 0.575, 2.513], [-1.328, -0.902, 1.944], [-0.555, 1.555, -0.020], [1.492, 0.429, -1.741], [-0.065, 1.092, -2.288], [-1.035, -0.970, -1.356], [1.452, -1.210, -0.077]],
  "mulliken_charge": [-0.929, -0.231, -0.485, -0.534, 0.118, -0.582, 0.277, 0.283, 0.315, 0.468, 0.325, 0.230, 0.403, 0.343]
}

{
  "formula": "C4H8O2",
  "method": "the ωB97M-V functional and the def2-TZVPD basis",
  "gap_ev": 10.31,
  "de_lowest_ev": 1.823,
  "smiles": "C[C@@H](O)CC=O",
  "elements": ["C", "C", "O", "C", "C", "O", "H", "H", "H", "H", "H", "H", "H", "H"],
  "positions_angstrom": [[-1.707, -0.349, -0.552], [-0.347, 0.447, -0.235], [-0.413, 1.400, 0.820], [0.746, -0.541, 0.208], [2.190, -0.121, 0.475], [3.131, -0.835, 0.212], [-2.526, 0.274, -0.974], [-1.565, -1.156, -1.304], [-2.026, -0.768, 0.390], [-0.385, 0.814, -1.245], [-0.620, 2.291, 0.519], [0.777, -1.376, -0.489], [0.387, -0.924, 1.181], [2.357, 0.844, 0.994]],
  "mulliken_charge": [-1.284, 0.380, -0.539, -0.590, -0.059, -0.483, 0.334, 0.338, 0.342, 0.274, 0.332, 0.323, 0.271, 0.362]
}

{
  "formula": "C4H8O2",
  "method": "the ωB97M-V functional and the def2-TZVPD basis",
  "gap_ev": 9.82,
  "de_lowest_ev": 7.257,
  "elements": ["C", "C", "C", "C", "H", "H", "H", "H", "H", "H", "H", "H", "O", "O"],
  "positions_angstrom": [[-2.071, 0.445, -0.186], [-0.593, 0.900, -0.120], [0.377, -0.055, 0.281], [1.773, 0.444, 0.356], [-2.070, -1.396, -0.755], [-2.409, 0.266, -0.998], [-2.724, 1.079, 0.279], [-0.168, 1.975, -0.748], [0.308, -1.090, 0.699], [2.005, 0.289, 1.614], [1.838, 1.350, -0.125], [2.561, -1.081, -1.424], [-2.275, -0.936, 0.215], [2.743, -0.539, -0.281]],
  "mulliken_charge": [-0.829, -0.246, -0.031, -0.308, 0.346, 0.413, 0.436, 0.122, 0.393, 0.215, 0.307, 0.327, -0.544, -0.601]
}

{
  "formula": "C4H8O2",
  "method": "the ωB97M-V functional and the def2-TZVPD basis",
  "gap_ev": 10.79,
  "de_lowest_ev": 1.833,
  "elements": ["C", "C", "O", "C", "O", "C", "H", "H", "H", "H", "H", "H", "H", "H"],
  "positions_angstrom": [[1.513, 0.163, -0.247], [0.139, -0.142, 0.314], [0.316, -0.719, 1.579], [-0.784, -0.834, -0.710], [-1.365, 0.431, -1.060], [-0.867, 1.015, 0.151], [1.420, 0.643, -1.227], [2.083, -0.765, -0.359], [2.063, 0.827, 0.427], [-0.551, -0.831, 1.989], [-1.516, -1.503, -0.232], [-0.329, -1.335, -1.572], [-1.646, 1.019, 0.933], [-0.477, 2.030, 0.014]],
  "mulliken_charge": [-1.619, 1.182, -0.573, -0.564, -0.389, -0.568, 0.382, 0.371, 0.371, 0.355, 0.236, 0.290, 0.244, 0.281]
}

{
  "formula": "C4H8O2",
  "method": "the ωB97M-V functional and the def2-TZVPD basis",
  "gap_ev": 10.72,
  "de_lowest_ev": 1.631,
  "smiles": "COCCC=O",
  "elements": ["C", "O", "C", "C", "C", "O", "H", "H", "H", "H", "H", "H", "H", "H"],
  "positions_angstrom": [[2.044, 0.482, -0.675], [0.685, 0.131, -0.705], [0.236, -0.367, 0.529], [-1.236, -0.702, 0.373], [-2.135, 0.449, -0.048], [-3.015, 0.293, -0.859], [2.298, 0.891, -1.655], [2.681, -0.393, -0.473], [2.243, 1.242, 0.097], [0.406, 0.379, 1.326], [0.795, -1.279, 0.810], [-1.615, -1.140, 1.309], [-1.359, -1.447, -0.420], [-2.027, 1.460, 0.392]],
  "mulliken_charge": [-0.708, -0.274, -0.495, -0.501, -0.039, -0.476, 0.238, 0.283, 0.299, 0.343, 0.351, 0.366, 0.262, 0.351]
}

{
  "formula": "C4H8O2",
  "method": "the ωB97M-V functional and the def2-TZVPD basis",
  "gap_ev": 11.02,
  "de_lowest_ev": 2.877,
  "smiles": "C[C@@H]1CO1.C=O",
  "elements": ["C", "C", "C", "O", "H", "H", "H", "H", "H", "H", "C", "O", "H", "H"],
  "positions_angstrom": [[-0.886, -1.395, -0.360], [-1.242, 0.000, 0.080], [-0.396, 0.787, 0.986], [-1.596, 0.184, 1.440], [-0.080, -1.815, 0.251], [-0.562, -1.377, -1.408], [-1.752, -2.062, -0.290], [-1.879, 0.553, -0.614], [-0.409, 1.877, 0.936], [0.515, 0.341, 1.389], [2.066, 0.727, -0.606], [2.819, 0.686, 0.336], [1.673, 1.682, -1.007], [1.730, -0.188, -1.132]],
  "mulliken_charge": [-1.237, 0.397, -0.715, -0.435, 0.318, 0.309, 0.328, 0.364, 0.301, 0.371, -0.105, -0.404, 0.278, 0.229]
}

{
  "formula": "C4H8O2",
  "method": "the ωB97M-V functional and the def2-TZVPD basis",
  "gap_ev": 10.45,
  "de_lowest_ev": 1.886,
  "smiles": "C[C@@H](O)CC=O",
  "elements": ["C", "C", "O", "C", "C", "O", "H", "H", "H", "H", "H", "H", "H", "H"],
  "positions_angstrom": [[0.250, 0.254, 1.751], [0.401, 0.257, 0.240], [0.831, -1.154, -0.032], [-0.882, 0.411, -0.581], [-0.574, -0.266, -1.900], [-0.070, 0.319, -2.829], [0.570, -0.800, 1.759], [0.937, 0.894, 2.313], [-0.774, 0.343, 2.134], [1.167, 0.946, -0.129], [1.792, -1.273, -0.002], [-1.151, 1.460, -0.761], [-1.715, -0.087, -0.068], [-0.765, -1.354, -1.927]],
  "mulliken_charge": [-1.033, 0.256, -0.593, -0.773, 0.095, -0.496, 0.279, 0.283, 0.296, 0.383, 0.297, 0.360, 0.334, 0.312]
}